1.
The following is a quantum chemistry calculation of a 2-piece molecular cluster, C5H12O overall, from OMol25.

CARTESIAN COORDINATES (ANGSTROEM)
C (-0.23, -0.17, -1.99)
O (-0.64, 0.72, -1.01)
C (-0.04, 0.65, 0.14)
C (-0.44, -1.69, 0.29)
C (1.46, 0.56, 0.21)
C (-0.78, 1.27, 1.28)
H (-0.26, -1.20, -0.94)
H (0.81, -0.04, -2.31)
H (-0.94, -0.12, -2.82)
H (-0.40, -2.73, -0.08)
H (0.27, -1.64, 1.12)
H (-1.45, -1.53, 0.66)
H (1.87, -0.25, -0.39)
H (1.90, 1.51, -0.14)
H (1.77, 0.42, 1.25)
H (-0.34, 2.23, 1.57)
H (-1.83, 1.41, 1.01)
H (-0.73, 0.60, 2.15)

Computed properties:
LUMO level = 0.9 eV
gap between HOMO and LUMO = 8.28 eV
HOMO energy = -7.402 eV

Atom charges from the Löwdin analysis, given in e for atoms 1 to 4: -0.10 -0.11 -0.45 -0.09

2.
The following is a quantum chemistry calculation of a 2-piece molecular cluster, C5H12O overall, from OMol25.

CARTESIAN COORDINATES (ANGSTROEM)
C (2.27, -0.24, -0.61)
C (1.07, -0.74, -0.31)
C (-0.22, -0.02, -0.59)
C (-1.42, -0.43, 0.26)
C (-2.70, 0.29, -0.17)
H (2.39, 0.77, -1.00)
H (3.20, -0.78, -0.44)
H (1.01, -1.75, 0.07)
H (-0.47, -0.22, -1.64)
H (-0.08, 1.07, -0.52)
H (-1.56, -1.52, 0.17)
H (-1.22, -0.23, 1.32)
H (-2.89, 0.15, -1.24)
H (-3.57, -0.08, 0.37)
H (-2.62, 1.37, 0.01)
O (2.59, 0.66, 1.67)
H (1.83, 0.13, 1.34)
H (2.40, 1.54, 1.32)

Computed properties:
LUMO level = 1.0 eV
SMILES = C=CCCC.O
gap between HOMO and LUMO = 10.34 eV
HOMO energy = -9.331 eV

Atom charges from the Löwdin analysis, given in e for atoms 1 to 4: -0.03 -0.22 -0.24 -0.28

Unit: kJ/mol. Relative energies: 1 302.7; 2 0.0.

1.
The following is a quantum chemistry calculation of a 2-piece molecular cluster, C5H12O overall, from OMol25.

CARTESIAN COORDINATES (ANGSTROEM)
C (1.44, 0.98, -0.65)
C (0.01, 0.48, -0.61)
C (-0.55, 0.07, 0.54)
C (-1.78, -0.78, 0.51)
C (-0.17, 0.65, 1.87)
H (1.44, 2.07, -0.68)
H (1.94, 0.53, 0.20)
H (1.98, 0.59, -1.52)
H (-0.63, 0.37, -1.48)
H (-2.56, -0.26, 1.07)
H (-1.67, -1.78, 0.93)
H (-2.16, -0.94, -0.50)
H (0.40, 1.58, 1.85)
H (0.44, -0.05, 2.45)
H (-1.11, 0.82, 2.40)
O (0.81, -1.83, -2.13)
H (1.65, -1.53, -1.79)
H (0.51, -0.98, -2.48)

Computed properties:
LUMO level = 0.9 eV
SMILES = CC=C(C)C.O
gap between HOMO and LUMO = 9.47 eV
HOMO energy = -8.587 eV

Atom charges from the Löwdin analysis, given in e for atoms 1 to 4: -0.09 -0.16 -0.37 -0.07

2.
The following is a quantum chemistry calculation of an isolated molecule of C5H12O, from OMol25.

CARTESIAN COORDINATES (ANGSTROEM)
C (-0.76, -1.79, 0.27)
C (-1.29, -0.38, 0.09)
C (-0.13, 0.55, -0.30)
C (-0.57, 1.99, -0.45)
O (0.88, 0.48, 0.69)
C (2.07, -0.18, 0.35)
H (-0.28, -2.15, -0.66)
H (-0.02, -1.79, 1.07)
H (-1.54, -2.51, 0.54)
H (-1.75, -0.01, 1.02)
H (-2.04, -0.33, -0.71)
H (0.25, 0.17, -1.26)
H (-1.39, 2.02, -1.18)
H (0.25, 2.61, -0.81)
H (-0.90, 2.38, 0.52)
H (2.74, -0.08, 1.20)
H (1.93, -1.26, 0.19)
H (2.54, 0.28, -0.53)

Computed properties:
LUMO level = 1.2 eV
SMILES = CC[C@@H](C)OC
gap between HOMO and LUMO = 10.77 eV
HOMO energy = -9.590 eV

Atom charges from the Löwdin analysis, given in e for atoms 1 to 4: -0.11 -0.21 -0.45 -0.04

Unit: kJ/mol. Relative energies: 1 66.4; 2 0.0.

1.
The following is a quantum chemistry calculation of a 2-piece molecular cluster, C5H12O overall, from OMol25.

CARTESIAN COORDINATES (ANGSTROEM)
C (0.27, -1.81, 3.21)
C (-1.02, -1.68, 3.48)
O (-1.84, -1.58, 2.41)
H (0.92, -2.03, 4.05)
H (0.72, -1.82, 2.25)
H (-1.53, -1.72, 4.49)
H (-2.55, -0.98, 2.55)
C (0.49, 0.14, -1.19)
C (0.64, 0.72, -2.57)
C (0.26, 2.25, -2.59)
H (1.05, 0.73, -0.45)
H (1.00, -0.85, -1.19)
H (-0.50, 0.05, -0.88)
H (0.00, 0.23, -3.34)
H (1.69, 0.57, -2.83)
H (-0.36, 2.32, -1.58)
H (1.07, 2.89, -2.33)
H (-0.30, 2.58, -3.49)

Computed properties:
LUMO level = 0.9 eV
SMILES = C=CO.CCC
gap between HOMO and LUMO = 10.03 eV
HOMO energy = -9.143 eV

Atom charges from the Löwdin analysis, given in e for atoms 1 to 4: 0.01 -0.29 -0.02 0.05

2.
The following is a quantum chemistry calculation of an isolated molecule of C5H12O, from OMol25.

CARTESIAN COORDINATES (ANGSTROEM)
C (2.13, -0.04, -0.68)
C (1.53, 0.52, 0.60)
O (0.31, -0.06, 1.00)
C (-0.77, 0.16, 0.09)
C (-1.00, -1.10, -0.74)
C (-2.01, 0.52, 0.90)
H (1.43, 0.05, -1.52)
H (2.40, -1.10, -0.57)
H (3.03, 0.54, -0.93)
H (2.22, 0.33, 1.43)
H (1.43, 1.61, 0.50)
H (-0.52, 1.01, -0.57)
H (-1.85, -0.96, -1.42)
H (-1.23, -1.93, -0.06)
H (-0.11, -1.37, -1.32)
H (-1.88, 1.46, 1.44)
H (-2.23, -0.28, 1.61)
H (-2.88, 0.62, 0.24)

Computed properties:
LUMO level = 1.2 eV
SMILES = CCOC(C)C
gap between HOMO and LUMO = 10.80 eV
HOMO energy = -9.617 eV

Atom charges from the Löwdin analysis, given in e for atoms 1 to 4: -0.09 -0.28 -0.14 -0.47

3.
The following is a quantum chemistry calculation of a 2-piece molecular cluster, C5H12O overall, from OMol25.

CARTESIAN COORDINATES (ANGSTROEM)
C (-3.03, 0.12, -0.80)
C (-1.80, 0.56, -0.58)
O (-0.74, -0.27, -0.49)
C (0.46, 0.21, 0.10)
C (1.58, -0.74, -0.31)
C (2.93, -0.34, 0.28)
H (-3.85, 0.82, -0.91)
H (-3.24, -0.95, -0.84)
H (-1.59, 1.61, -0.37)
H (0.35, 0.22, 1.19)
H (0.67, 1.24, -0.23)
H (1.31, -1.75, 0.00)
H (1.63, -0.75, -1.41)
H (3.71, -1.05, -0.03)
H (2.90, -0.34, 1.37)
H (3.24, 0.66, -0.06)
H (-2.00, 0.43, 1.81)
H (-2.54, 0.31, 1.29)

Computed properties:
LUMO level = 1.2 eV
SMILES = C=COCCC.[H][H]
gap between HOMO and LUMO = 9.75 eV
HOMO energy = -8.600 eV

Atom charges from the Löwdin analysis, given in e for atoms 1 to 4: -0.03 -0.34 -0.11 -0.23

4.
The following is a quantum chemistry calculation of an isolated molecule of C5H12O, from OMol25.

CARTESIAN COORDINATES (ANGSTROEM)
C (-1.42, 0.46, -1.38)
C (-0.31, 0.78, -0.35)
C (0.44, -0.44, 0.23)
C (1.73, 0.08, 0.95)
C (-0.80, -0.99, 1.00)
O (0.93, -1.24, -0.87)
H (-1.11, -0.39, -2.00)
H (-1.55, 1.33, -2.03)
H (-2.41, 0.22, -0.98)
H (-0.74, 1.41, 0.45)
H (0.49, 1.32, -0.83)
H (1.48, 0.60, 1.87)
H (2.18, 0.82, 0.27)
H (2.56, -0.62, 1.17)
H (-1.68, -0.31, 0.93)
H (-0.61, -1.05, 2.07)
H (-1.17, -1.92, 0.56)
H (1.45, -0.60, -1.40)

Computed properties:
LUMO level = 0.9 eV
SMILES = CCC(C)(C)O
gap between HOMO and LUMO = 10.87 eV
HOMO energy = -9.928 eV

Atom charges from the Löwdin analysis, given in e for atoms 1 to 4: -0.09 -0.25 -0.56 -0.03

Unit: kJ/mol. Relative energies: 1 135.0; 2 0.0; 3 197.6; 4 63.6.